Molecular formula: C4H11NO
Method: DFT, the ωB97M-V functional and the def2-TZVPD basis

Calculated values
Frontier orbital gap (spin up / spin down), eV: 1.723 / 6.401
Expectation value of S²: 0.75
Energy relative to the best compared isomer or geometry (same formula, charge and spin), eV: 1.8269
HOMO level (spin up / spin down), eV: 1.132 / -3.641
Charge: -1
Multiplicity: 2

Element x y z (Å)
C -1.6783 0.5687 -0.0721
C -1.8389 -0.8564 0.4718
C -1.1307 -2.0586 -0.3388
C 1.1756 -2.2226 -0.4268
N 0.1216 -2.4549 0.2741
H -2.0629 1.3130 0.6073
H -0.6487 0.7558 -0.3379
H -2.3356 0.7097 -1.1394
H -2.9115 -1.1066 0.8986
H -1.3264 -0.8397 1.4011
H -1.0003 -1.8544 -1.3855
H -1.8226 -2.9675 -0.2358
H 1.2973 -1.6436 -1.3924
H 2.0681 -2.8579 -0.1684
H 4.2762 5.7545 0.1746
H 3.5400 4.9297 1.1713
O 4.2772 4.8307 0.4981

Molecular formula: C4H11NO
Method: DFT, the ωB97M-V functional and the def2-TZVPD basis

Calculated values
Frontier orbital gap, eV: 9.494
SMILES: CNCCCO
Energy relative to the best compared isomer or geometry (same formula, charge and spin), eV: 2.5787
HOMO level, eV: -8.581
Charge: 0

Element x y z (Å)
C -0.7441 0.0267 2.3093
N 0.2523 0.4288 1.3340
C 1.1701 -0.4912 0.4984
C 1.1264 -0.1652 -0.9938
C -0.2277 -0.2565 -1.7647
O -1.3835 0.4801 -1.3191
H -1.7134 -0.2381 1.9584
H -1.0537 0.7537 3.1194
H -0.3687 -0.9017 2.7374
H -0.2970 0.8031 0.5575
H 0.9359 -1.6251 0.6222
H 2.1413 -0.4262 0.9288
H 1.8095 -0.7545 -1.5106
H 1.5170 0.8753 -1.2931
H -0.1201 -0.0568 -2.8258
H -0.4834 -1.3535 -1.9486
H -1.0137 1.3987 -1.4252

Molecular formula: C4H11NO
Method: DFT, the ωB97M-V functional and the def2-TZVPD basis

Calculated values
Frontier orbital gap, eV: 10.578
SMILES: CC(N)=O.CC
Energy relative to the best compared isomer or geometry (same formula, charge and spin), eV: 0.3640
HOMO level, eV: -9.767
Charge: 0

Element x y z (Å)
C -1.8885 -0.5878 -0.8944
C -2.1974 -1.0300 0.5193
N -1.1334 -1.6535 1.1198
O -3.2694 -0.9212 1.0661
H -2.8458 -0.4403 -1.4024
H -1.4906 -1.4736 -1.3734
H -1.3933 0.3742 -0.9247
H -1.2363 -2.1720 1.9754
H -0.1742 -1.4687 0.8571
C 2.7049 1.2397 0.0283
C 1.1994 1.0930 -0.1953
H 3.2072 0.2892 0.1933
H 3.1265 1.6362 -0.8965
H 2.9449 1.9847 0.7765
H 1.0069 0.2521 -0.8538
H 0.7923 1.9462 -0.7217
H 0.6467 0.9318 0.7263

Molecular formula: C4H11NO
Method: DFT, the ωB97M-V functional and the def2-TZVPD basis

Calculated values
Frontier orbital gap, eV: 4.458
Energy relative to the best compared isomer or geometry (same formula, charge and spin), eV: 7.4186
HOMO level, eV: -8.019
Charge: 0

Element x y z (Å)
C 1.4832 0.8991 -0.4235
C -0.0366 0.9247 -0.0171
C -0.7291 -0.3192 -0.7566
C -1.3981 -1.0764 0.3445
O 1.2381 -1.5656 0.9826
N -0.6774 2.0392 -0.3842
H 1.8228 -0.0745 -0.0664
H 1.5433 0.9261 -1.5060
H 2.0079 1.8080 -0.1085
H -0.1023 0.7930 1.0903
H 0.0637 -0.9301 -1.2190
H -1.3513 0.0497 -1.5734
H -0.5143 -1.2766 1.0313
H -1.9281 -1.9579 0.0102
H 1.4977 -2.4516 1.2597
H -2.0941 -0.4154 0.8979
H -0.8254 2.6275 0.4382

Molecular formula: C4H11NO
Method: DFT, the ωB97M-V functional and the def2-TZVPD basis

Calculated values
Frontier orbital gap, eV: 8.296
SMILES: CC(C)=CN.O
Energy relative to the best compared isomer or geometry (same formula, charge and spin), eV: 1.4875
HOMO level, eV: -7.671
Charge: 0

Element x y z (Å)
C 0.5935 1.1217 -1.3573
C -0.7331 1.2298 -0.6522
C -1.9142 0.9707 -1.5027
C -0.9261 1.5571 0.6332
N -0.0051 1.6206 1.6787
H 0.6596 1.8686 -2.1458
H 0.7128 0.1487 -1.8395
H 1.4479 1.1664 -0.6734
H -1.7832 0.4151 -2.4367
H -2.4964 1.8728 -1.7616
H -2.7014 0.3097 -1.0972
H -1.9175 1.8912 0.9295
H -0.3853 1.3159 2.5562
H 0.9117 1.2829 1.4418
O 2.2943 -5.2143 1.0538
H 2.8927 -4.5873 1.4714
H 1.7516 -4.6951 0.4685

Molecular formula: C4H11NO
Method: DFT, the ωB97M-V functional and the def2-TZVPD basis

Calculated values
Frontier orbital gap, eV: 10.225
SMILES: C[C@H](N)[C@@H](C)O
Energy relative to the best compared isomer or geometry (same formula, charge and spin), eV: 0.8549
HOMO level, eV: -9.305
Charge: 0

Element x y z (Å)
C -0.6818 1.2577 -0.6741
C 0.0077 0.5404 0.4930
N 1.1503 1.2947 0.9556
C 0.3056 -0.9383 0.2952
C -0.9075 -1.7132 -0.1254
O 1.2738 -1.1444 -0.7763
H 0.1107 1.5927 -1.3496
H -1.4209 0.7292 -1.2613
H -1.2043 2.1255 -0.2708
H -0.7165 0.5548 1.3035
H 0.8843 2.2536 1.1033
H 1.9701 1.1598 0.3881
H 0.7852 -1.3548 1.1538
H -0.7198 -2.7782 -0.1890
H -1.7118 -1.5513 0.5902
H -1.2312 -1.3201 -1.0878
H 2.1061 -0.7080 -0.5484

Molecular formula: C4H11NO
Method: DFT, the ωB97M-V functional and the def2-TZVPD basis

Calculated values
Frontier orbital gap, eV: 10.682
SMILES: CC(N)=O.CC
Energy relative to the best compared isomer or geometry (same formula, charge and spin), eV: 0.5654
HOMO level, eV: -9.826
Charge: 0

Element x y z (Å)
C -0.2113 1.6314 1.1744
C -0.7305 1.6674 -0.2540
N -1.9159 1.0407 -0.4609
O -0.1497 2.1414 -1.2118
H -1.0350 1.6962 1.8684
H 0.5675 2.3759 1.2998
H 0.2256 0.6416 1.3301
H -2.2827 0.9549 -1.3866
H -2.4679 0.4932 0.1787
C 1.7391 -1.3469 -0.0889
C 0.3117 -1.7702 -0.5773
H 2.0997 -0.6525 -0.8427
H 1.7454 -0.7986 0.8531
H 2.2439 -2.2907 0.0853
H 0.0889 -1.2013 -1.4746
H -0.4520 -1.7347 0.2166
H 0.2232 -2.8477 -0.7098

Molecular formula: C4H11NO
Method: DFT, the ωB97M-V functional and the def2-TZVPD basis

Calculated values
Frontier orbital gap, eV: 9.153
SMILES: C=C(C)NC.O
Energy relative to the best compared isomer or geometry (same formula, charge and spin), eV: 1.2087
HOMO level, eV: -8.278
Charge: 0

Element x y z (Å)
C -1.0744 -0.9579 0.9195
C -0.0515 -0.1030 0.8801
C 0.9574 -0.0548 1.9862
N 0.2869 0.6879 -0.2320
C -0.7693 1.2999 -1.0286
H -1.2378 -1.5042 1.8405
H -1.8189 -1.1052 0.1528
H 1.2040 0.9657 2.2720
H 1.8806 -0.5826 1.7507
H 0.5445 -0.5260 2.8784
H 1.0055 1.3538 0.0048
H -1.0717 2.2908 -0.6839
H -1.6232 0.6362 -1.0261
H -0.4476 1.3754 -2.0671
O 0.7047 -1.6354 -2.4985
H 0.9462 -0.9776 -1.8261
H 0.5645 -1.1629 -3.3227

Molecular formula: C4H11NO
Method: DFT, the ωB97M-V functional and the def2-TZVPD basis

Calculated values
Frontier orbital gap, eV: 10.702
SMILES: CC(N)=O.CC
Energy relative to the best compared isomer or geometry (same formula, charge and spin), eV: 1.0894
HOMO level, eV: -9.871
Charge: 0

Element x y z (Å)
C -0.1779 0.3892 2.4072
C -1.2917 -0.2013 1.5654
N -1.6403 -1.6066 1.7453
O -1.6643 0.3528 0.5588
H 0.6598 0.6882 1.7588
H 0.1920 -0.2909 3.1706
H -0.4338 1.3185 2.9590
H -2.0930 -2.1426 1.0449
H -0.9416 -2.0476 2.2908
C 0.5505 0.1530 -1.5846
C 1.2625 0.7111 -2.8018
H -0.4402 -0.3631 -1.7107
H 1.1646 -0.6732 -1.1238
H 0.4610 0.9010 -0.8290
H 0.6818 0.6551 -3.8423
H 2.3317 0.3273 -2.8034
H 1.3787 1.8291 -2.8052

Molecular formula: C4H11NO
Method: DFT, the ωB97M-V functional and the def2-TZVPD basis

Calculated values
Frontier orbital gap, eV: 10.028
SMILES: CNCCCO
Energy relative to the best compared isomer or geometry (same formula, charge and spin), eV: 3.1350
HOMO level, eV: -9.059
Charge: 0

Element x y z (Å)
C -0.4715 0.7826 -2.4493
N 0.4257 -0.3878 -1.9533
C 0.0156 -0.9452 -0.6339
C 0.0554 0.0576 0.4463
C -0.4481 -0.3152 1.8800
O 0.3127 0.5956 2.7141
H -0.0360 1.4924 -3.1441
H -1.3506 0.2111 -2.7659
H -0.7779 1.5625 -1.6868
H 1.3761 -0.0892 -1.8456
H -0.8952 -1.6251 -0.7925
H 0.7504 -1.7924 -0.4947
H 1.2453 0.3342 0.4452
H -0.1791 1.1078 0.1874
H -0.2055 -1.3712 2.1414
H -1.5981 0.0895 2.1302
H 1.2806 0.5521 2.3270

Molecular formula: C4H11NO
Method: DFT, the ωB97M-V functional and the def2-TZVPD basis

Calculated values
Frontier orbital gap, eV: 9.610
SMILES: CC=O.CCN
Energy relative to the best compared isomer or geometry (same formula, charge and spin), eV: 1.4270
HOMO level, eV: -8.813
Charge: 0

Element x y z (Å)
C -1.8223 3.8378 0.0199
C -0.6588 3.6083 -0.8858
O -0.2481 4.4486 -1.6469
H -2.5591 3.0584 -0.1846
H -2.2436 4.8260 -0.1435
H -1.5840 3.7103 1.0744
H -0.1694 2.6206 -0.8753
C -0.2192 -4.1708 0.9245
C 1.2393 -3.8330 1.1478
N 1.8409 -3.0295 0.1071
H -0.7385 -3.3117 0.5062
H -0.3461 -5.0403 0.2774
H -0.7224 -4.4180 1.8683
H 1.4549 -3.3464 2.0992
H 1.8334 -4.7566 1.2640
H 1.5911 -3.2711 -0.8390
H 2.0023 -2.0520 0.2633

Molecular formula: C4H11NO
Method: DFT, the ωB97M-V functional and the def2-TZVPD basis

Calculated values
Frontier orbital gap, eV: 8.875
SMILES: C=CN.CCO
Energy relative to the best compared isomer or geometry (same formula, charge and spin), eV: 3.0134
HOMO level, eV: -8.044
Charge: 0

Element x y z (Å)
C -2.7119 0.8761 -1.7761
C -1.7405 0.2784 -1.0012
N -0.6516 -0.5160 -1.6341
H -3.4519 1.6497 -1.5618
H -2.7174 0.7169 -2.9235
H -1.3702 0.8031 -0.0100
H -0.7782 -0.6205 -2.6280
H 0.3112 -0.2661 -1.3415
C 1.7909 -1.2762 1.6538
C 1.1574 0.0792 1.5519
O 1.2147 0.7577 0.2777
H 1.7894 -1.7548 2.5598
H 1.2979 -1.9335 0.9324
H 2.7640 -0.9781 1.3521
H 1.7130 0.6328 2.2728
H 0.0791 -0.1004 1.7733
H 1.3040 1.6516 0.5025